Entry from OMol25: an isolated molecule of C4H6O2 (wB97M-V/def2-TZVPD).

Computed properties:
* multiplicity: 1
* calculated total energy: -8339.7064 eV
* energy above the lowest of the compared OMol25 structures with the same formula, charge and spin: 17.40 kcal per mole
* Kohn-Sham gap: 10.602 eV
* SMILES: CC(=O)CC=O
* highest occupied orbital energy: -9.88 eV
* strongest force on any atom: 0.0098 hartree/bohr
* E_LUMO: 0.72 eV

```
12
Properties=species:S:1:pos:R:3:forces:R:3
C 1.6036 0.4037 -0.6820 0.0 0.1 0.0
C 0.3410 0.7162 0.0790 -0.1 0.3 0.0
O -0.0904 1.8411 0.2140 0.2 -0.5 0.0
C -0.4412 -0.4690 0.6307 0.0 -0.1 0.0
C -1.8222 -0.5148 0.0022 -0.2 -0.2 0.0
O -2.3338 -1.5272 -0.4051 0.2 0.4 0.2
H 1.3119 -0.0222 -1.6507 0.1 0.1 0.1
H 2.2054 -0.3523 -0.1676 -0.1 0.1 0.0
H 2.1849 1.3140 -0.8394 -0.1 -0.1 0.0
H 0.0578 -1.4311 0.4871 -0.1 0.2 0.0
H -0.5733 -0.2909 1.7066 0.0 0.0 -0.2
H -2.3331 0.4675 -0.0571 0.0 -0.1 0.0
```
Positions in Å, forces in eV/Å.

Here are the Mulliken charges for atoms 1 to 2, given in e: number 1, C, carries -1.081; number 2, C, carries 0.609